{"formula": "C6H32NO11", "method": "wB97M-V/def2-TZVPD", "symbols": ["O", "C", "C", "C", "C", "C", "C", "N", "H", "H", "H", "H", "H", "H", "H", "H", "H", "H", "H", "H", "H", "H", "O", "H", "H", "O", "H", "H", "O", "H", "H", "O", "H", "H", "O", "H", "H", "O", "H", "H", "O", "H", "H", "O", "H", "H", "O", "H", "H", "O"], "coordinates": [[1.47050, 4.50322, 1.06681], [0.92530, 3.43303, 1.17323], [0.77604, 2.55951, -0.04571], [-0.44836, 2.91489, -0.87765], [-0.80225, 1.85959, -1.93005], [0.13060, 0.59901, -3.90326], [0.27644, 1.41482, -2.87788], [0.88049, 1.07113, 0.27841], [0.44472, 3.19330, 2.13249], [1.64377, 2.69213, -0.66298], [-0.22140, 3.84930, -1.39327], [-1.31741, 3.06226, -0.24034], [-1.12330, 0.96022, -1.38008], [-1.71145, 2.14395, -2.45269], [0.94482, 0.26402, -4.53658], [-0.82517, 0.21104, -4.23721], [1.27214, 1.80193, -2.67790], [0.04268, 0.57783, 0.61952], [1.46999, 0.94880, 1.08819], [1.27117, 0.56783, -0.52068], [5.03086, -0.57409, -2.11288], [4.74352, 0.86140, -2.73559], [4.35954, 0.06081, -2.37112], [-1.59873, -0.88103, 1.45673], [-0.68593, -1.04973, 2.68729], [-0.96601, -0.38375, 2.00845], [-5.08902, -0.92618, -0.78712], [-4.73432, -1.84358, -1.85505], [-4.29020, -1.23120, -1.24647], [-0.91321, 1.96903, 4.12015], [-1.03074, 1.15610, 2.75417], [-0.86772, 2.03130, 3.16361], [2.32974, -0.81050, -2.10397], [2.61342, -1.13029, -0.65244], [1.89252, -1.14083, -1.30197], [-1.44826, -2.44361, -0.33380], [-2.96342, -1.83732, -0.34640], [-2.22008, -2.16749, 0.20893], [-0.71175, -3.04127, -2.10493], [0.53367, -2.39403, -1.39961], [-0.14617, -3.08445, -1.32757], [3.37064, -0.31148, 2.86103], [1.99410, -0.94551, 2.59593], [2.72761, -0.48207, 2.16552], [0.07426, -2.23811, 4.49404], [-0.40308, -2.95162, 3.16505], [0.20068, -2.27811, 3.54027], [-2.24801, -3.08878, 1.58269], [-2.62296, -4.09209, 2.75150], [-2.03030, -3.37929, 2.50120]], "atomic_forces_ev_per_a": [[0.180, -0.249, -0.365], [-0.120, 1.297, 0.528], [0.096, -1.011, -0.338], [-0.077, -0.172, -0.549], [-0.443, -0.921, 0.539], [-0.196, -0.418, -0.657], [0.363, 0.502, 0.218], [-0.803, 0.804, 0.438], [-0.020, -0.650, -0.212], [0.558, 0.439, -0.178], [-0.027, 0.156, 0.288], [-0.060, 0.122, 0.088], [-0.031, 0.036, -0.061], [0.019, 0.271, -0.193], [0.195, 0.283, 0.189], [-0.200, 0.055, 0.301], [0.139, -0.029, -0.023], [-0.434, 0.123, -0.179], [1.052, -0.251, 0.363], [-0.026, -0.454, 0.017], [0.423, 0.312, -0.214], [0.444, -0.217, 0.041], [-0.957, -0.138, 0.181], [-0.046, 0.000, -0.109], [0.215, 0.332, -0.228], [-0.033, -0.324, -0.173], [0.483, 0.377, 0.343], [0.635, -0.074, -0.186], [-1.288, -0.216, -0.290], [-0.139, -0.244, -0.037], [-0.150, 0.079, 0.599], [0.096, 0.208, -0.292], [-0.012, -0.079, -0.012], [-0.135, -0.306, -0.013], [0.378, 0.516, 0.112], [-0.205, -0.043, -0.066], [0.403, -0.287, 0.106], [-0.099, 0.435, -0.045], [0.319, -0.004, -0.238], [0.054, -0.061, -0.220], [-0.344, 0.051, 0.282], [0.008, -0.014, -0.002], [0.082, -0.199, 0.088], [-0.389, 0.178, -0.216], [-0.141, -0.268, -0.100], [-0.214, -0.035, 0.329], [0.433, 0.352, -0.120], [-0.041, -0.204, 0.360], [0.015, -0.019, -0.089], [0.039, -0.042, -0.003]], "relative_energy_kcal_mol": 0.0, "orbital_gap_ev": 10.262, "charge": 1, "lumo_ha": -0.08718, "e_homo_ev": -12.63, "molar_mass_g_mol": 294.3}

***

{"formula": "C42H33CrN2O8P2Se", "method": "wB97M-V/def2-TZVPD", "symbols": ["Cr", "N", "N", "C", "O", "O", "H", "H", "H", "O", "C", "O", "C", "C", "C", "C", "C", "C", "P", "C", "C", "C", "C", "C", "C", "C", "C", "C", "C", "C", "C", "H", "H", "H", "H", "H", "H", "H", "H", "H", "H", "H", "H", "H", "H", "C", "C", "C", "C", "C", "C", "P", "C", "C", "C", "C", "C", "C", "C", "C", "C", "C", "C", "C", "C", "C", "C", "C", "H", "H", "H", "H", "H", "H", "H", "H", "H", "H", "H", "H", "H", "H", "H", "H", "O", "Se", "O", "O", "O"], "coordinates": [[0.29695, -0.99268, 0.90893], [-1.57846, -1.84673, 1.53617], [-1.50013, -3.25290, 1.43744], [-0.44561, -3.76264, 0.64104], [-0.51026, -4.93089, 0.29400], [0.49172, -2.91087, 0.39385], [-1.81538, -1.59084, 2.48430], [-2.23661, -1.41704, 0.87676], [-2.37464, -3.71869, 1.24947], [-3.86848, 1.60917, -0.52263], [-3.04677, 0.75612, -0.88599], [-2.66461, -0.27761, -0.25916], [-2.50322, 0.89006, -2.32165], [-3.23002, 1.70583, -3.18773], [-2.94529, 1.75909, -4.54310], [-1.93175, 0.95773, -5.05326], [-1.18626, 0.16799, -4.19379], [-1.41953, 0.15967, -2.81517], [-0.35578, -0.90532, -1.72170], [-1.19174, -2.48736, -2.22912], [-0.64884, -3.41236, -3.11779], [-1.33555, -4.57509, -3.44399], [-2.58429, -4.83021, -2.90046], [-3.14989, -3.89946, -2.03960], [-2.46162, -2.74171, -1.70707], [1.27676, -0.95564, -2.57143], [1.79948, 0.14892, -3.24039], [3.11799, 0.15994, -3.67664], [3.94368, -0.92685, -3.42684], [3.44943, -2.01181, -2.71673], [2.13379, -2.02080, -2.28432], [-4.04337, 2.27256, -2.75556], [-3.52901, 2.39234, -5.20234], [-1.71737, 0.94846, -6.11602], [-0.40394, -0.45615, -4.60440], [0.32098, -3.23639, -3.56080], [-0.87873, -5.29088, -4.11804], [-3.10907, -5.74721, -3.13946], [-4.13015, -4.07793, -1.61361], [-2.92313, -1.99847, -1.06404], [1.18747, 1.02554, -3.40408], [3.50288, 1.03388, -4.18885], [4.97937, -0.91035, -3.74402], [4.10309, -2.82830, -2.43893], [1.78227, -2.84008, -1.66694], [-3.77569, 4.00339, 2.23067], [-2.62228, 4.57251, 1.71173], [-1.49946, 3.78845, 1.46675], [-1.52345, 2.42478, 1.73703], [-2.68583, 1.86727, 2.26562], [-3.80192, 2.64536, 2.51291], [-0.06304, 1.32558, 1.58421], [1.05212, 2.29800, 0.49718], [2.37516, 2.53706, 0.84461], [3.22356, 3.17410, -0.05426], [2.75534, 3.58205, -1.29586], [1.43285, 3.33809, -1.65027], [0.59035, 2.68354, -0.76277], [0.61918, 1.33524, 3.23533], [0.66287, 2.42175, 4.08734], [1.24703, 2.31627, 5.35046], [1.79498, 1.08527, 5.72086], [1.76365, -0.02479, 4.89645], [2.32818, -1.29591, 5.27661], [2.30201, -2.35908, 4.46382], [1.72922, -2.32147, 3.08303], [0.99856, -1.06312, 2.76662], [1.12890, 0.04270, 3.60465], [-4.65559, 4.61275, 2.40119], [-2.58977, 5.63269, 1.49009], [-0.60353, 4.24933, 1.07148], [-2.71771, 0.80396, 2.46864], [-4.70122, 2.18911, 2.90802], [2.75381, 2.18499, 1.79881], [4.26170, 3.32787, 0.21615], [3.42274, 4.07278, -1.99564], [1.05857, 3.64423, -2.62087], [-0.43900, 2.48311, -1.04747], [0.24356, 3.37223, 3.76983], [1.29248, 3.17189, 6.01290], [2.26458, 0.98362, 6.69731], [2.78087, -1.37697, 6.26269], [2.74518, -3.30117, 4.77507], [1.13473, -3.21689, 2.90247], [2.17061, -0.62213, 0.25074], [3.44332, -1.20798, 1.19272], [4.56533, -1.85983, 0.23086], [2.86732, -2.57685, 2.09000], [4.00341, -0.07781, 2.20596]], "atomic_forces_ev_per_a": [[0.048, -0.930, -0.102], [0.122, 0.173, -0.261], [0.078, -0.089, 0.086], [0.028, 0.257, 0.044], [0.082, -0.052, -0.055], [-0.106, -0.043, 0.000], [0.194, 0.041, 0.142], [-0.090, -0.041, 0.172], [-0.041, -0.003, -0.020], [0.282, -0.299, -0.031], [-0.415, 0.217, -0.158], [-0.149, 0.854, -0.223], [-0.002, 0.047, 0.179], [-0.014, -0.007, -0.132], [-0.017, -0.049, 0.119], [-0.001, 0.005, 0.045], [0.099, 0.070, 0.000], [0.162, -0.026, 0.020], [-0.325, -0.236, -0.377], [0.121, -0.063, 0.046], [0.026, 0.050, 0.050], [0.002, 0.013, 0.006], [0.003, 0.048, 0.033], [0.135, -0.038, -0.078], [-0.203, -0.072, -0.007], [-0.089, 0.076, 0.054], [-0.029, 0.009, -0.034], [-0.012, -0.058, 0.044], [-0.067, 0.025, 0.003], [0.021, 0.014, -0.022], [-0.095, -0.108, -0.017], [-0.004, 0.021, 0.020], [0.010, -0.001, 0.025], [-0.005, -0.017, 0.010], [0.075, 0.003, 0.021], [0.061, 0.011, 0.022], [-0.006, 0.019, 0.003], [-0.005, -0.009, -0.012], [-0.016, 0.008, 0.002], [0.089, -0.252, -0.143], [-0.042, 0.003, -0.031], [0.005, 0.014, 0.001], [0.007, 0.005, 0.006], [-0.025, 0.028, 0.002], [0.003, 0.015, 0.007], [0.052, -0.012, -0.019], [0.055, -0.056, -0.025], [-0.056, 0.078, 0.024], [-0.103, -0.278, 0.014], [0.035, -0.027, 0.009], [0.014, 0.042, 0.059], [0.325, 0.825, 0.067], [-0.182, -0.068, -0.036], [0.085, -0.014, 0.056], [-0.029, -0.023, 0.010], [-0.030, -0.018, 0.024], [-0.001, -0.026, 0.069], [0.021, 0.072, 0.012], [-0.019, -0.105, -0.054], [0.056, -0.006, 0.011], [0.011, -0.017, -0.048], [-0.023, -0.026, 0.013], [0.084, -0.052, 0.109], [-0.001, 0.187, 0.067], [0.014, -0.116, -0.186], [-0.257, 0.462, 0.263], [0.145, -0.123, 0.445], [-0.051, -0.224, -0.221], [0.013, 0.003, 0.012], [-0.005, 0.008, -0.003], [0.009, -0.022, -0.033], [-0.023, -0.007, -0.031], [0.012, -0.014, -0.036], [-0.017, -0.007, -0.059], [-0.027, -0.001, -0.010], [-0.007, -0.005, 0.013], [0.007, -0.017, 0.002], [0.023, -0.003, -0.005], [-0.018, -0.015, -0.030], [-0.014, -0.022, 0.008], [0.023, -0.003, -0.018], [0.004, -0.001, -0.014], [-0.019, 0.023, 0.038], [0.073, -0.116, -0.195], [-0.048, -0.228, 0.493], [0.421, 0.088, 0.035], [-0.311, 0.165, 0.085], [0.088, 0.227, -0.059], [-0.222, -0.159, -0.314]], "multiplicity": 4, "relative_energy_kcal_mol": 31.1, "orbital_gap_ev": [4.896, 5.219], "charge": -2, "lumo_ha": [0.15941, 0.15941], "e_homo_ev": [-0.56, -0.88], "molar_mass_g_mol": 886.6}

***

{"formula": "C6H13NO2", "method": "wB97M-V/def2-TZVPD", "symbols": ["C", "C", "C", "H", "H", "H", "H", "H", "H", "H", "H", "C", "C", "C", "N", "O", "O", "H", "H", "H", "H", "H"], "coordinates": [[-0.01985, -0.96661, 0.81834], [0.39107, -2.11994, -0.07728], [1.14462, -0.44299, 1.75218], [-1.04216, -0.59380, 0.82533], [-0.18483, -1.40959, 1.87209], [0.61836, -3.02278, 0.49376], [1.29359, -1.84462, -0.62444], [-0.41591, -2.36827, -0.76483], [0.79408, 0.17498, 2.57248], [1.68234, 0.22967, 1.04256], [1.81015, -1.23154, 2.09550], [0.25846, 0.30878, -2.04879], [-1.40271, 1.32225, -0.44251], [0.06988, 0.86990, -0.65494], [-1.49449, 2.46916, 0.25432], [-2.35846, 0.66781, -0.82120], [0.96256, 1.60408, -0.18807], [-2.38670, 2.78973, 0.59183], [-0.63791, 2.93847, 0.50874], [-0.54131, -0.38556, -2.29603], [1.25222, -0.12244, -2.14788], [0.20701, 1.13330, -2.76116]], "atomic_forces_ev_per_a": [[0.176, -2.328, 4.402], [-0.193, 0.169, -0.069], [0.732, 2.287, -2.635], [0.420, 0.608, -0.643], [-1.280, -1.004, -1.287], [0.032, 0.103, 0.005], [-0.066, -0.137, -0.242], [0.152, -0.011, -0.179], [-0.106, -0.078, 0.112], [0.552, -0.176, 1.062], [-0.248, -0.174, -0.025], [0.101, -1.055, 0.456], [-0.379, -0.741, 1.048], [0.764, 3.924, -1.836], [0.237, 0.198, 0.040], [0.281, 0.160, -0.183], [-1.087, -1.544, -0.049], [0.048, -0.003, -0.192], [-0.118, -0.095, 0.085], [0.174, -0.155, -0.090], [-0.067, -0.182, -0.045], [-0.125, 0.235, 0.264]], "relative_energy_kcal_mol": 72.2, "orbital_gap_ev": 9.537, "lumo_ha": 0.00888, "e_homo_ev": -9.30, "molar_mass_g_mol": 131.2, "smiles": "CC(=O)C(N)=O.CCC"}

***

{"formula": "C2HCl2N3", "method": "wB97M-V/def2-TZVPD", "symbols": ["C", "C", "N", "N", "N", "Cl", "Cl", "H"], "coordinates": [[0.69676, 0.17883, 0.61935], [-0.38523, -0.49831, -0.17483], [1.06299, 1.20657, 0.01537], [-0.42119, 0.30508, -1.31672], [0.43047, 1.22398, -1.19954], [-1.72874, -0.08406, 0.94407], [-0.52613, -2.30086, -0.60078], [0.87107, -0.03124, 1.71307]], "atomic_forces_ev_per_a": [[0.246, -1.961, 2.699], [-0.818, -1.879, 1.416], [1.527, 1.022, 1.138], [0.279, 1.268, -1.775], [-1.621, -0.515, -2.070], [-0.445, -0.105, -0.353], [0.653, 2.029, 0.501], [0.179, 0.140, -1.556]], "relative_energy_kcal_mol": 8.2, "orbital_gap_ev": 9.562, "lumo_ha": -0.06028, "e_homo_ev": -11.20, "molar_mass_g_mol": 138.0, "smiles": "ClC1(Cl)C=NN=N1"}